(1)
Computed, not measured: an isolated molecule of C20H33N3O3S2 in a non-equilibrium geometry, with ωB97M-V with the def2-TZVPD basis set.

ORCA input file:
```
! wB97M-V def2-TZVPD RIJCOSX def2/J DEFGRID3
* xyz 0 1
C 1.00 2.82 -1.17
C 0.01 2.69 -2.32
C -1.08 3.75 -2.19
C -0.58 1.27 -2.33
C -1.49 0.93 -3.52
C -0.77 0.83 -4.87
C 0.07 -0.45 -5.03
C -0.79 -1.71 -5.20
C -0.37 -2.85 -4.26
N -0.64 -2.53 -2.88
C -1.76 -2.91 -2.25
S -2.87 -3.97 -2.87
N -2.02 -2.37 -1.01
C -1.23 -1.56 -0.22
C -1.86 -0.59 0.59
C -1.10 0.27 1.35
C 0.28 0.17 1.34
S 1.28 1.28 2.31
O 0.46 2.41 2.69
O 2.51 1.53 1.63
N 1.62 0.28 3.62
C 2.95 0.41 4.19
C 3.00 1.59 5.16
O 2.02 1.45 6.17
C 0.72 1.41 5.61
C 0.59 0.24 4.63
C 0.91 -0.81 0.60
C 0.17 -1.67 -0.18
H 1.46 3.80 -1.18
H 1.78 2.07 -1.23
H 0.49 2.70 -0.21
H 0.55 2.86 -3.26
H -1.74 3.75 -3.05
H -0.63 4.73 -2.12
H -1.67 3.57 -1.30
H -1.14 1.13 -1.41
H 0.26 0.56 -2.30
H -2.26 1.70 -3.60
H -1.99 -0.01 -3.31
H -1.51 0.86 -5.67
H -0.12 1.70 -4.99
H 0.73 -0.55 -4.17
H 0.71 -0.33 -5.91
H -1.84 -1.49 -5.00
H -0.72 -2.08 -6.22
H 0.70 -3.05 -4.37
H -0.93 -3.75 -4.50
H -0.18 -1.69 -2.53
H -2.97 -2.54 -0.69
H -2.93 -0.52 0.58
H -1.57 1.05 1.94
H 3.64 0.57 3.36
H 3.19 -0.52 4.71
H 3.96 1.63 5.68
H 2.84 2.52 4.60
H 0.03 1.29 6.45
H 0.51 2.34 5.07
H -0.38 0.27 4.13
H 0.69 -0.71 5.17
H 1.99 -0.87 0.64
H 0.66 -2.46 -0.72
*
```

Results
E	-1968.260031	a.u.
LUMO	0.2	eV
HOMO	-8.403	eV
SMILES	CC(C)CCCCCCNC(=S)Nc1ccc(S(=O)(=O)N2CCOCC2)cc1
energy above the lowest of the compared OMol25 structures with the same formula, charge and spin	14.3	kJ/mol

(2)
Computed, not measured: an isolated molecule of C20H33N3O4S, with ωB97M-V with the def2-TZVPD basis set.

ORCA input file:
```
! wB97M-V def2-TZVPD RIJCOSX def2/J DEFGRID3
* xyz 0 1
C -1.23 -0.41 7.33
C -0.02 0.45 7.03
N 1.26 -0.15 7.42
S 2.04 -1.20 6.49
O 2.85 -1.99 7.36
O 1.14 -1.81 5.56
C 3.16 -0.20 5.53
C 2.46 0.71 4.53
O 2.17 1.85 4.87
N 2.14 0.22 3.31
C 2.38 -1.12 2.82
C 1.49 1.15 2.40
C -0.03 1.29 2.55
C -0.76 0.05 3.04
N -0.54 1.77 1.28
C -1.64 2.56 1.18
O -2.36 2.79 2.14
C -1.87 3.19 -0.18
C -0.96 4.39 -0.47
C -1.30 4.98 -1.84
C 0.50 4.05 -0.34
C 1.12 3.18 -1.23
C 2.44 2.77 -1.04
C 3.18 3.23 0.04
C 4.58 2.74 0.30
C 4.60 1.53 1.23
C 2.57 4.12 0.92
C 1.25 4.52 0.73
H -2.14 0.10 7.03
H -1.17 -1.36 6.79
H -1.30 -0.63 8.40
H 0.04 0.68 5.97
H -0.09 1.41 7.54
H 1.43 -0.32 8.41
H 3.68 0.43 6.25
H 3.87 -0.89 5.08
H 2.83 -1.75 3.58
H 1.45 -1.59 2.53
H 3.05 -1.08 1.95
H 1.95 2.14 2.51
H 1.73 0.80 1.39
H -0.22 2.07 3.29
H -0.33 -0.33 3.97
H -1.81 0.30 3.22
H -0.72 -0.76 2.30
H 0.08 1.74 0.48
H -1.74 2.43 -0.96
H -2.91 3.51 -0.20
H -1.19 5.15 0.28
H -0.67 5.83 -2.07
H -1.17 4.24 -2.63
H -2.34 5.31 -1.87
H 0.57 2.79 -2.08
H 2.90 2.09 -1.75
H 5.05 2.48 -0.65
H 5.17 3.55 0.73
H 5.62 1.18 1.40
H 4.16 1.78 2.20
H 4.03 0.70 0.80
H 3.12 4.50 1.77
H 0.79 5.19 1.44
*
```

Results
E	-1645.360136	a.u.
LUMO	0.6	eV
HOMO	-9.087	eV
SMILES	CCNS(=O)(=O)CC(=O)N(C)C[C@H](C)NC(=O)C[C@H](C)c1ccc(CC)cc1
energy above the lowest of the compared OMol25 structures with the same formula, charge and spin	42.7	kJ/mol

(3)
Computed, not measured: an isolated molecule of C20H33N5O2 in a non-equilibrium geometry, with ωB97M-V with the def2-TZVPD basis set.

ORCA input file:
```
! wB97M-V def2-TZVPD RIJCOSX def2/J DEFGRID3
* xyz 0 1
C 4.34 0.67 0.89
C 3.99 -0.75 1.31
C 2.55 -1.14 0.92
C 2.19 -2.50 1.53
C 0.96 -3.09 0.85
C 1.24 -3.35 -0.63
C 2.38 -2.44 -1.12
N 2.41 -1.13 -0.53
C 1.52 -0.14 -1.10
C 0.08 -0.22 -0.72
N -0.75 -1.09 -1.28
C -1.93 -0.92 -0.64
C -1.83 0.07 0.31
C -2.93 0.45 1.15
O -2.93 1.29 2.03
N -4.07 -0.30 0.84
C -5.28 -0.03 1.60
C -4.20 -1.30 -0.12
O -5.26 -1.87 -0.28
N -3.09 -1.60 -0.87
C -3.14 -2.65 -1.86
N -0.52 0.51 0.26
C -0.03 1.63 1.02
C -0.57 2.96 0.48
C -0.08 3.30 -0.94
C 1.35 3.83 -0.92
C -1.01 4.33 -1.57
H 5.36 0.90 1.17
H 3.68 1.39 1.37
H 4.25 0.77 -0.19
H 4.67 -1.45 0.83
H 4.10 -0.85 2.39
H 1.86 -0.40 1.35
H 2.01 -2.38 2.60
H 3.03 -3.19 1.42
H 0.65 -4.01 1.35
H 0.13 -2.38 0.96
H 0.34 -3.15 -1.21
H 1.53 -4.39 -0.78
H 3.35 -2.91 -0.89
H 2.33 -2.33 -2.21
H 1.58 -0.25 -2.19
H 1.91 0.85 -0.84
H -5.04 0.76 2.31
H -5.59 -0.93 2.13
H -6.08 0.28 0.93
H -2.71 -2.28 -2.79
H -4.18 -2.92 -2.00
H -2.57 -3.51 -1.53
H -0.38 1.51 2.05
H 1.06 1.62 1.00
H -1.66 2.90 0.49
H -0.27 3.75 1.16
H -0.11 2.39 -1.55
H 1.70 4.01 -1.93
H 2.03 3.13 -0.44
H 1.39 4.77 -0.37
H -0.67 4.59 -2.57
H -1.04 5.23 -0.97
H -2.03 3.94 -1.65
*
```

Results
E	-1206.236830	a.u.
LUMO	0.7	eV
HOMO	-8.200	eV
SMILES	CC[C@@H]1CCCCN1Cc1nc2c(c(=O)n(C)c(=O)n2C)n1CCC(C)C
energy above the lowest of the compared OMol25 structures with the same formula, charge and spin	26.1	kJ/mol